Run w
Entry from OMol25: a 2-piece molecular cluster, C3H10OS overall (ωB97M-V with the def2-TZVPD basis set).

Atoms and positions in Å:
C  0.53199  0.89903  -2.00554
C  -0.49137  -0.18665  -1.52755
S  0.31000  -1.19341  -0.25770
C  -0.76544  -0.81727  1.09626
H  0.13566  1.22042  -2.98342
H  1.60079  0.65303  -2.12274
H  0.43991  1.73815  -1.29561
H  -0.75742  -0.88227  -2.34657
H  -1.42991  0.26150  -1.14840
H  -1.82936  -0.95432  0.83958
H  -0.58479  0.25393  1.28733
H  -0.55104  -1.38045  2.02009
O  1.18513  0.52629  2.79393
H  1.22735  -0.04584  3.59338
H  0.97849  -0.09214  2.05697

- Gap between HOMO and LUMO: 9.34 eV
- LUMO energy: 0.8 eV
- SMILES: CCSC.O

=====

Run x
Entry from OMol25: a 2-piece molecular cluster, C3H10OS overall (ωB97M-V with the def2-TZVPD basis set).

Atoms and positions in Å:
C  -0.43606  1.52182  -1.75927
C  -0.52708  0.45946  -0.65291
C  -0.25654  1.02966  0.71544
S  -0.93286  -0.06956  2.04311
H  0.50191  1.45769  -2.29356
H  -1.21048  1.42819  -2.53126
H  -0.50952  2.52008  -1.33297
H  0.17511  -0.34107  -0.85341
H  -1.54176  0.04611  -0.62932
H  0.79974  1.13486  0.94684
H  -0.69633  2.02521  0.85936
H  -0.07027  0.35128  2.97795
O  1.45071  -3.75047  0.49125
H  1.75204  -4.62444  0.74934
H  1.50140  -3.18881  1.26940

- Gap between HOMO and LUMO: 9.81 eV
- LUMO energy: 0.8 eV
- SMILES: CCCS.O

=====

Relative to the most stable structure, the computed energies are run w 37.1; run x 0.0, all in kJ/mol.

=====

Run w
Entry from OMol25: a 6-piece molecular cluster, CH13O5S overall (ωB97M-V with the def2-TZVPD basis set).

Atoms and positions in Å:
C  -1.83450  2.21740  0.57305
S  -0.45188  1.30051  -0.25983
H  -2.01848  2.02739  1.66195
H  -2.84354  1.98028  0.19069
H  -1.62794  3.26665  0.43102
H  2.03443  1.33752  -3.37405
H  1.65457  0.13571  -2.42351
O  1.68206  0.42893  -3.35288
H  -0.06349  -1.28921  -1.78049
H  0.79465  -0.73751  -0.69035
O  0.77346  -1.60228  -1.24965
H  -2.85459  -1.96842  1.31377
H  -1.93416  -0.82149  0.53301
O  -2.47676  -1.64086  0.57775
H  1.76656  -2.25909  1.22703
H  0.58274  -3.35752  1.16710
O  1.50491  -3.14978  1.33907
H  1.12158  1.71806  1.26434
H  2.12105  0.75261  1.35050
O  2.06934  1.66107  1.50149

- Gap between HOMO and LUMO: 7.36 eV
- LUMO energy: 3.5 eV
- Total charge: -1

=====

Run x
Entry from OMol25: a 6-piece molecular cluster, CH13O5S overall (ωB97M-V with the def2-TZVPD basis set).

Atoms and positions in Å:
C  -1.89233  -1.59571  -1.55016
S  -1.04174  -1.05421  -0.01619
H  -1.56754  -1.07840  -2.43977
H  -2.94555  -1.38238  -1.38595
H  -1.79144  -2.67441  -1.64578
H  -1.28567  1.33735  -1.83169
H  -0.08705  0.90539  -2.55776
O  -0.93266  1.33889  -2.73149
H  1.19905  -0.42416  0.51241
H  2.23493  0.20048  1.44767
O  2.02870  0.09911  0.51275
H  1.92113  -2.86879  0.52216
H  0.51747  -3.07479  0.98262
O  1.36548  -3.56113  0.90841
H  2.24382  3.42303  0.46231
H  1.06398  3.11450  1.30908
O  1.82020  3.72216  1.27601
H  -1.15252  2.21886  0.95521
H  -0.81300  0.80364  1.03192
O  -0.71799  1.62643  1.58280

- Gap between HOMO and LUMO: 7.38 eV
- LUMO energy: 3.5 eV
- Total charge: -1

=====

Relative to the most stable structure, the computed energies are run w 119.7; run x 0.0, all in kJ/mol.

=====

Run w
Entry from OMol25: one molecule with the formula C15H17N3O5S (ωB97M-V with the def2-TZVPD basis set).

Atoms and positions in Å:
C  -0.79630  -3.61833  2.42844
C  0.10147  -2.49934  2.90592
N  0.81907  -2.71363  3.98037
C  1.64807  -1.71346  4.46200
O  2.17485  -1.78803  5.57249
N  1.82495  -0.52093  3.79078
C  1.45633  -0.46348  2.40408
C  1.47248  0.97287  1.91358
C  2.23938  1.50493  0.88721
C  1.89557  2.88178  0.56623
C  0.80963  3.33802  1.31760
N  0.16136  4.55188  1.12289
O  -0.87090  4.74341  1.75668
O  0.62828  5.32620  0.30687
S  0.30474  2.18038  2.53663
C  0.07701  -1.09885  2.30303
C  -0.34581  -1.10234  0.84406
O  0.23978  -1.88987  0.11054
O  -1.24260  -0.19247  0.47596
C  -1.76069  -0.20926  -0.86641
C  -0.76525  0.33036  -1.88233
C  -0.95443  1.83305  -1.98858
C  -2.31423  2.07724  -1.33854
C  -2.90481  0.74805  -0.85695
H  -1.01007  -4.26680  3.29955
H  -1.76003  -3.25118  1.99085
H  -0.27222  -4.13650  1.65460
H  2.54010  0.10304  4.14985
H  2.18645  -1.00020  1.80073
H  2.98811  0.97910  0.30156
H  2.31368  3.47239  -0.24598
H  -0.64161  -0.52210  2.89316
H  -2.08196  -1.23640  -1.13597
H  -1.00232  -0.16850  -2.85256
H  0.27730  0.07912  -1.62233
H  -0.18948  2.40318  -1.43276
H  -0.89075  2.08369  -3.06985
H  -2.22385  2.79876  -0.53588
H  -2.94611  2.53417  -2.09882
H  -3.29629  0.83837  0.15838
H  -3.67401  0.42916  -1.54266

- Gap between HOMO and LUMO: 8.52 eV
- LUMO energy: -1.3 eV
- SMILES: CC1=NC(=O)N[C@H](c2ccc([N+](=O)[O-])s2)[C@H]1C(=O)OC1CCCC1

=====

Run x
Entry from OMol25: one molecule with the formula C15H17N3O5S (ωB97M-V with the def2-TZVPD basis set).

Atoms and positions in Å:
C  -5.33414  -2.48359  0.95142
C  -5.62957  -1.77111  -0.35491
O  -4.82811  -0.58490  -0.41271
C  -5.24528  0.40046  -1.19741
O  -6.22793  0.36607  -1.88366
C  -4.30973  1.60856  -1.12211
C  -3.22319  1.42103  -0.13893
N  -3.19934  1.92633  1.03611
N  -2.14783  1.59773  1.76382
C  -1.31355  0.81587  1.15866
N  -0.18465  0.38703  1.79082
C  0.88025  -0.40907  1.41582
O  1.74328  -0.65252  2.21767
C  0.87858  -0.92839  -0.01568
O  2.01855  -1.67867  -0.30702
C  3.23523  -1.04067  -0.35588
C  4.33809  -1.86806  -0.56937
C  5.60245  -1.33726  -0.66234
C  5.80577  0.03971  -0.54428
O  7.09867  0.46422  -0.64968
C  7.36435  1.83788  -0.51246
C  4.70929  0.86179  -0.33384
C  3.43227  0.32489  -0.24185
S  -1.81746  0.40486  -0.47681
H  -5.93246  -3.38742  1.01598
H  -4.28186  -2.75001  1.00469
H  -5.57230  -1.83826  1.79285
H  -5.37667  -2.39909  -1.21608
H  -6.68361  -1.48545  -0.43091
H  -4.91056  2.47481  -0.83796
H  -3.91186  1.77618  -2.12558
H  -0.12810  0.71634  2.75176
H  0.75323  -0.09144  -0.71927
H  0.03697  -1.61824  -0.14314
H  4.17417  -2.92996  -0.65552
H  6.45978  -1.97076  -0.82355
H  7.05812  2.21111  0.47034
H  6.86989  2.42457  -1.29406
H  8.44344  1.94134  -0.61550
H  4.82292  1.92960  -0.23354
H  2.60981  1.00181  -0.06690

- Gap between HOMO and LUMO: 8.33 eV
- LUMO energy: 0.3 eV
- SMILES: CCOC(=O)Cc1nnc(NC(=O)COc2ccc(OC)cc2)s1

=====

Relative to the most stable structure, the computed energies are run w 191.9; run x 0.0, all in kJ/mol.

=====

Run w
Entry from OMol25: a 2-piece molecular cluster, C8H14OSi2 overall (ωB97M-V with the def2-TZVPD basis set).

Atoms and positions in Å:
C  -3.48825  0.88256  0.19542
C  -3.06596  0.46719  -1.09606
C  -2.75641  0.42396  1.25271
C  -1.79458  -0.07244  -1.27318
C  -1.49412  -0.10100  1.07224
C  -0.94490  -0.24017  -0.23184
C  2.96388  1.72147  0.91729
C  0.69787  -2.60127  -1.25405
O  1.63214  -0.85994  1.83991
Si  2.49944  0.81504  -0.61119
Si  0.81100  -0.88557  -0.48157
H  -4.33385  1.45482  0.31135
H  -3.64929  0.70858  -1.93759
H  -2.99786  0.67592  2.30360
H  -1.33095  -0.38162  -2.21125
H  -0.86693  -0.37111  1.94221
H  3.73036  2.47159  0.80183
H  2.00596  2.22593  1.21854
H  3.06519  1.05606  1.75963
H  1.50275  -2.77891  -2.03086
H  0.98374  -3.39795  -0.50788
H  -0.30132  -2.72304  -1.65428
H  0.94244  -0.72884  2.41264
H  2.39640  1.86512  -1.55924
H  3.79326  0.37361  -1.17840

- Gap between HOMO and LUMO: 9.20 eV
- LUMO energy: -0.1 eV

=====

Run x
Entry from OMol25: C8H14OSi2 as an isolated structure (ωB97M-V with the def2-TZVPD basis set).

Atoms and positions in Å:
C  2.93542  -0.86998  1.39588
C  1.97050  -0.57779  0.27794
C  2.34604  0.21903  -0.79868
C  1.42298  0.48703  -1.80623
C  0.13441  -0.02797  -1.74460
C  -0.24977  -0.82306  -0.66995
C  -1.66090  -1.35463  -0.55360
Si  -2.56800  -0.36587  0.75922
O  -3.00642  1.10524  0.11184
Si  -1.98327  2.41878  0.23987
C  0.67942  -1.09340  0.34051
H  2.62991  -0.31434  2.27957
H  3.94635  -0.57897  1.14230
H  2.89475  -1.91835  1.66743
H  3.34400  0.61677  -0.85717
H  1.72966  1.10166  -2.63762
H  -0.57372  0.18482  -2.52992
H  -1.62417  -2.39262  -0.22896
H  -2.16430  -1.27822  -1.51019
H  -1.72901  -0.18618  1.96032
H  -3.79086  -1.08602  1.17983
H  -2.63971  3.45314  1.06382
H  -1.73720  2.93475  -1.11973
H  -0.69552  2.05781  0.86325
H  0.38938  -1.71168  1.17487

- Gap between HOMO and LUMO: 9.73 eV
- LUMO energy: 0.9 eV

=====

Relative to the most stable structure, the computed energies are run w 441.6; run x 0.0, all in kJ/mol.